Below is a 11-piece molecular cluster, C27H55Cl20FNO overall in a non-equilibrium geometry, with properties calculated with the ωB97M-V functional and the def2-TZVPD basis.

Last column: Löwdin charge in e.
Geometry (Å):
C 1.670 1.836 4.302  -0.11
C 0.843 2.725 3.328  -0.23
C -0.513 3.178 3.921  -0.14
C -1.763 2.426 3.378  -0.27
O -1.466 1.235 2.634  -0.09
C -1.954 0.033 3.218  -0.16
C -3.487 0.111 3.244  -0.05
N -3.903 1.276 4.130  0.14
C -2.731 2.159 4.551  -0.20
F -3.309 3.363 4.977  0.05
H 1.027 1.154 4.886  0.07
H 2.231 2.482 5.002  0.08
H 2.419 1.257 3.737  -0.02
H 0.730 2.226 2.354  0.09
H 1.437 3.642 3.134  0.11
H -0.657 4.255 3.711  0.07
H -0.461 3.085 5.026  0.12
H -2.307 3.109 2.683  0.10
H -1.651 -0.817 2.564  0.15
H -1.519 -0.159 4.219  0.14
H -3.822 0.347 2.216  0.15
H -3.976 -0.825 3.557  0.14
H -4.575 1.884 3.641  0.19
H -4.397 0.926 4.960  0.19
H -2.241 1.655 5.404  0.18
Cl -5.755 -4.179 1.165  0.53
C -4.539 -3.937 -0.126  -0.66
C -4.862 -2.752 -1.001  -0.68
Cl -6.329 -3.031 -1.967  0.54
H -4.500 -4.855 -0.708  0.07
H -3.577 -3.787 0.359  0.02
H -4.041 -2.587 -1.700  0.03
H -5.013 -1.847 -0.416  0.06
Cl -1.572 4.429 0.628  0.59
C -1.445 6.179 0.283  -0.64
C -0.196 6.801 0.851  -0.63
Cl -0.216 6.866 2.635  0.57
H -2.342 6.654 0.673  0.07
H -1.443 6.279 -0.799  0.05
H -0.118 7.829 0.501  0.08
H 0.698 6.258 0.550  0.07
Cl -2.538 9.180 5.533  0.55
C -1.961 7.605 6.125  -0.67
C -3.084 6.739 6.640  -0.68
Cl -3.802 7.375 8.139  0.55
H -1.217 7.791 6.896  0.07
H -1.479 7.107 5.283  0.03
H -2.698 5.746 6.868  0.06
H -3.879 6.650 5.903  0.07
Cl -0.804 -2.750 -0.469  0.54
C -0.747 -4.056 0.749  -0.66
C -0.018 -5.263 0.213  -0.68
Cl -0.925 -6.003 -1.118  0.55
H -1.773 -4.300 1.017  0.04
H -0.233 -3.664 1.626  0.06
H 0.104 -6.005 1.001  0.08
H 0.961 -4.997 -0.176  -0.02
Cl -3.945 -3.682 -4.448  0.54
C -4.616 -2.489 -5.579  -0.65
C -3.917 -1.161 -5.506  -0.65
Cl -4.159 -0.317 -3.951  0.53
H -5.679 -2.402 -5.362  0.07
H -4.494 -2.889 -6.585  0.08
H -4.309 -0.515 -6.291  0.07
H -2.843 -1.266 -5.645  0.07
Cl -3.258 3.206 -2.354  0.51
C -4.358 4.076 -3.461  -0.66
C -3.925 5.488 -3.758  -0.65
Cl -4.101 6.558 -2.341  0.55
H -5.353 4.056 -3.022  0.07
H -4.374 3.503 -4.387  0.07
H -4.561 5.902 -4.538  0.08
H -2.890 5.530 -4.088  0.07
Cl 2.308 -5.202 -2.629  0.54
C 1.745 -5.922 -4.157  -0.64
C 1.069 -4.888 -5.022  -0.65
Cl -0.494 -4.382 -4.329  0.51
H 1.078 -6.749 -3.924  0.07
H 2.629 -6.308 -4.664  0.04
H 0.861 -5.302 -6.007  0.08
H 1.696 -4.006 -5.135  0.07
Cl 2.618 -2.866 0.345  0.57
C 2.814 -1.342 -0.545  -0.65
C 3.773 -0.411 0.138  -0.64
Cl 3.114 0.211 1.674  0.60
H 1.828 -0.891 -0.648  0.06
H 3.185 -1.601 -1.536  0.07
H 3.962 0.452 -0.500  0.08
H 4.717 -0.902 0.353  0.07
Cl 5.408 -3.758 -2.967  0.51
C 6.348 -5.270 -3.020  -0.68
C 6.846 -5.578 -4.409  -0.67
Cl 5.509 -5.984 -5.520  0.55
H 5.702 -6.066 -2.654  0.06
H 7.187 -5.154 -2.337  0.04
H 7.507 -6.443 -4.376  0.08
H 7.387 -4.740 -4.839  0.04
Cl 9.259 -0.659 -0.628  0.54
C 10.177 -2.180 -0.734  -0.66
C 10.466 -2.554 -2.162  -0.65
Cl 9.005 -3.036 -3.075  0.58
H 9.611 -2.954 -0.220  0.07
H 11.116 -2.021 -0.206  0.07
H 11.141 -3.408 -2.189  0.07
H 10.925 -1.724 -2.695  0.07

Charge: +1
LUMO energy (eV): -2.98
Orbital gap (eV): 8.63
E_HOMO (eV): -11.61
Max |F| (Eh/bohr): 0.032